5 unconnected molecules or ions with the total composition C50H69BN2O11S2. Source: the OMol25 dataset; level of theory: wB97M-V/def2-TZVPD.

## Properties
Kohn-Sham gap = 6.82 eV
relative energy (zero: lowest compared OMol25 entry of this formula, charge and spin) = 0.0 kcal per mole
electronic energy = -3704.85814 hartree
F_max = 3.76 eV/A
HOMO energy = -8.55 eV

The geometry in XYZ format:
```
135
Properties=species:S:1:pos:R:3:forces:R:3
C -7.190923 7.448949 2.442997 0.1 -0.6 -0.4
C -5.710738 7.033447 2.417212 -0.1 1.3 0.0
C -4.785371 8.235368 2.724833 0.5 -1.0 0.7
C -3.344714 7.703249 2.912895 -0.3 0.3 -0.7
C -2.651571 7.262941 1.599376 0.5 -0.5 1.0
C -1.524859 6.241178 1.936074 0.3 0.9 0.0
C -0.196257 7.028071 2.125603 -0.5 -1.2 -0.3
C 1.031064 6.087675 2.281716 0.2 1.2 -0.3
C 1.928155 6.226637 1.029116 -1.4 -1.1 0.0
C 1.207076 5.636424 -0.216066 1.3 0.1 -0.1
C 2.268207 5.388122 -1.324491 -0.6 0.0 -0.1
C 2.628985 3.882379 -1.492091 0.1 0.6 -0.5
C 3.211366 3.733854 -2.898407 -2.2 -1.3 1.6
O 4.140831 4.371762 -3.177621 2.9 2.0 -1.3
O 2.629659 2.919919 -3.828971 -0.1 -0.4 0.4
C 2.804188 1.505652 -3.570880 -0.1 -1.2 -1.2
C 2.817170 0.833393 -4.966384 -0.2 0.3 0.6
C 2.714382 -0.692262 -4.892532 -0.4 0.1 -0.6
C 1.374833 -1.211729 -4.309094 0.7 -0.8 0.0
C 1.563039 -2.516848 -3.462422 -0.4 0.8 -0.7
N 1.074617 -2.327955 -2.081845 0.3 -0.3 -0.3
C 2.143984 -2.373243 -1.073576 -0.4 -0.5 0.6
C 2.984490 -3.673979 -1.019532 1.3 0.5 -0.1
C 4.484647 -3.296708 -0.951283 -0.2 0.3 0.3
C 4.841766 -2.435816 0.270977 0.3 -0.1 -0.1
C -0.029135 -3.146250 -1.747937 -0.8 0.2 0.2
S -0.088444 -4.763579 -1.808938 0.2 -0.1 0.1
S -1.523957 -2.284574 -1.225875 0.4 0.1 -0.3
C -1.756789 -1.124908 -2.624834 0.2 0.0 0.0
C -3.094417 -0.387650 -2.533439 -0.2 0.9 -0.7
C -2.967003 0.997023 -3.224138 0.3 -0.5 0.4
B 4.189507 1.122072 -2.839780 0.0 0.0 0.8
N 5.429433 0.764359 -3.531616 -0.2 0.5 0.2
O 4.213495 1.111961 -1.445161 -0.1 -0.7 -0.4
H -7.468538 8.052778 3.317842 0.2 -0.2 -0.4
H -7.815028 6.547234 2.425347 -0.1 0.2 0.0
H -7.401374 7.983173 1.510346 -0.2 0.2 0.3
H -5.445807 6.698950 1.410563 -0.2 -0.4 0.2
H -5.510500 6.243465 3.145227 0.0 0.0 -0.1
H -5.081244 8.654332 3.692663 -0.2 0.2 -0.3
H -4.848051 9.002459 1.947900 0.0 0.0 0.1
H -2.692908 8.440039 3.395994 -0.2 0.0 0.0
H -3.415390 6.850220 3.595271 0.1 0.0 0.0
H -3.349282 6.877794 0.853366 0.0 0.0 0.2
H -2.152536 8.141288 1.178196 -0.3 0.0 -0.2
H -1.422232 5.466863 1.169220 0.1 0.2 0.0
H -1.708494 5.735208 2.890164 -0.3 -0.1 -0.2
H -0.348386 7.692324 2.980165 0.2 0.1 -0.1
H -0.078192 7.621372 1.214436 0.2 0.2 0.2
H 0.684807 5.058721 2.413729 0.2 0.0 0.0
H 1.630655 6.378456 3.150605 -0.2 -0.2 0.1
H 2.073612 7.287172 0.809052 0.5 -0.1 0.2
H 2.872364 5.693726 1.173707 0.0 0.2 0.0
H 0.737505 4.674432 0.012211 -0.2 0.2 0.2
H 0.449829 6.350173 -0.546617 -0.1 -0.2 -0.1
H 3.160637 5.958895 -1.062713 0.1 -0.2 -0.2
H 1.968939 5.776586 -2.303472 -0.3 0.0 0.2
H 1.769449 3.235385 -1.307288 0.1 0.0 0.0
H 3.465310 3.683623 -0.821730 -0.3 -0.4 0.2
H 1.930435 1.104831 -3.031493 0.1 0.4 0.2
H 3.747721 1.152810 -5.437823 -0.1 -0.1 -0.2
H 1.970809 1.220240 -5.545713 0.1 0.0 0.0
H 2.752343 -1.052004 -5.927080 0.2 0.0 0.1
H 3.585853 -1.155040 -4.412081 -0.1 0.2 0.2
H 0.877410 -0.478024 -3.677883 0.0 0.0 -0.1
H 0.735065 -1.459680 -5.160257 -0.2 0.3 0.2
H 2.627071 -2.765421 -3.521623 -0.1 -0.3 0.4
H 1.004235 -3.331621 -3.926344 0.2 0.0 0.1
H 1.682784 -2.235363 -0.088133 -0.1 0.2 -0.2
H 2.786916 -1.498736 -1.215309 0.0 -0.1 -0.3
H 2.769781 -4.282695 -0.137430 -0.3 0.1 -0.1
H 2.852778 -4.301594 -1.901577 -0.3 0.1 0.1
H 5.117755 -4.189315 -0.945057 -0.2 0.0 -0.1
H 4.754088 -2.723951 -1.850135 -0.1 -0.1 0.0
H 4.634585 -2.949372 1.216012 -0.1 0.0 -0.1
H 5.912373 -2.210392 0.246087 -0.1 0.0 0.1
H 4.327022 -1.471435 0.287093 0.0 -0.1 0.0
H -0.956244 -0.384954 -2.685603 0.1 -0.2 0.3
H -1.704341 -1.716629 -3.542846 -0.1 0.0 0.1
H -3.430269 -0.191374 -1.512253 0.1 -0.4 0.0
H -3.873478 -0.914782 -3.088484 0.0 -0.3 0.4
H -2.811578 0.861013 -4.297032 0.0 0.2 0.1
H -2.102148 1.516846 -2.799524 -0.1 0.1 -0.2
H -3.850793 1.611380 -3.045430 0.0 -0.1 -0.2
H 5.543299 -0.247398 -3.480084 0.1 0.1 -0.2
H 6.201333 1.151756 -2.988110 0.0 -0.2 -0.1
H 3.413784 0.692953 -1.092830 0.0 0.8 0.1
O 2.619149 -4.640593 5.098648 0.0 0.0 -0.1
C 2.652887 -5.459175 4.205377 0.0 0.1 0.1
C 3.483689 -6.685059 4.313162 0.0 -0.1 -0.1
C 3.522377 -7.581785 3.330681 0.0 0.0 0.1
C 2.735232 -7.394630 2.088158 0.0 0.0 -0.1
O 2.766998 -8.208250 1.188434 0.0 0.0 0.0
C 1.905216 -6.172248 1.979842 -0.1 0.1 0.0
C 1.865826 -5.274094 2.960485 0.0 0.0 -0.1
H 4.050234 -6.803405 5.228032 0.0 0.0 0.0
H 4.122926 -8.480797 3.389316 0.0 0.0 0.0
H 1.339851 -6.056216 1.063300 0.0 0.0 0.0
H 1.265259 -4.374941 2.899420 0.0 0.0 0.0
O 4.519154 -12.004071 -0.992951 0.0 0.0 0.0
C 4.454001 -10.972749 -1.629992 -0.1 -0.1 0.1
C 3.337485 -10.017888 -1.439803 0.0 0.1 0.0
C 3.266933 -8.889326 -2.139948 0.0 0.0 0.0
C 4.302071 -8.536189 -3.138899 -0.1 0.1 0.0
O 4.240543 -7.504503 -3.776415 0.0 0.0 0.0
C 5.421519 -9.492182 -3.331058 0.1 -0.1 0.0
C 5.492062 -10.621104 -2.631188 0.1 0.0 -0.1
H 2.592038 -10.288291 -0.706831 0.0 0.0 0.0
H 2.458085 -8.180871 -2.013890 0.0 0.0 0.0
H 6.168281 -9.218177 -4.065703 0.0 0.0 0.0
H 6.300417 -11.330644 -2.755895 0.0 0.0 0.0
O -11.306022 13.365024 5.293437 0.1 0.0 0.0
C -10.425667 12.540998 5.168224 -0.1 0.1 0.0
C -9.051263 12.935346 4.771392 0.1 0.0 0.0
C -8.086430 12.029965 4.632190 0.0 0.1 0.0
C -8.342653 10.588611 4.869221 0.1 -0.1 0.0
O -7.461468 9.763798 4.743698 -0.1 0.2 0.1
C -9.716023 10.193512 5.265729 -0.1 0.0 0.0
C -10.681206 11.098449 5.405051 0.0 -0.1 0.0
H -8.883241 13.991555 4.603541 0.0 0.0 0.0
H -7.078065 12.297544 4.342782 0.0 0.0 0.0
H -9.883567 9.137047 5.433334 0.0 0.0 0.0
H -11.689343 10.830196 5.694303 0.0 0.0 0.0
O 0.369368 -11.230788 -1.625276 0.0 0.0 0.1
C -0.093833 -11.574076 -0.557499 0.0 0.0 -0.1
C -0.860320 -10.626655 0.288491 0.0 0.0 0.1
C -1.365370 -11.001862 1.460609 0.0 0.1 -0.1
C -1.184881 -12.383722 1.971033 0.0 0.0 0.1
O -1.647149 -12.725161 3.038739 0.0 0.0 -0.1
C -0.417867 -13.330383 1.124323 0.0 0.0 -0.1
C 0.087166 -12.955024 -0.047967 0.0 -0.1 0.0
H -0.981935 -9.623443 -0.100722 0.0 0.0 0.0
H -1.926942 -10.325555 2.092620 0.0 0.0 0.0
H -0.295472 -14.333201 1.513251 0.0 0.0 0.0
H 0.649499 -13.630638 -0.679917 0.0 0.0 0.0
```
Positions in Å, forces in eV/Å.

Here are the Löwdin charges for atoms 1 to 99, given in e: atom 1 (C): -0.11, atom 2 (C): -0.26, atom 3 (C): -0.21, atom 4 (C): -0.22, atom 5 (C): -0.20, atom 6 (C): -0.21, atom 7 (C): -0.21, atom 8 (C): -0.20, atom 9 (C): -0.21, atom 10 (C): -0.19, atom 11 (C): -0.18, atom 12 (C): -0.08, atom 13 (C): -0.53, atom 14 (O): 0.19, atom 15 (O): 0.03, atom 16 (C): -0.20, atom 17 (C): -0.15, atom 18 (C): -0.18, atom 19 (C): -0.15, atom 20 (C): -0.17, atom 21 (N): -0.22, atom 22 (C): -0.18, atom 23 (C): -0.20, atom 24 (C): -0.25, atom 25 (C): -0.10, atom 26 (C): -1.10, atom 27 (S): 0.71, atom 28 (S): 0.87, atom 29 (C): -0.49, atom 30 (C): -0.31, atom 31 (C): -0.11, atom 32 (B): -0.54, atom 33 (N): 0.17, atom 34 (O): 0.13, atom 35 (H): 0.04, atom 36 (H): 0.07, atom 37 (H): 0.07, atom 38 (H): 0.09, atom 39 (H): 0.11, atom 40 (H): 0.10, atom 41 (H): 0.11, atom 42 (H): 0.11, atom 43 (H): 0.10, atom 44 (H): 0.10, atom 45 (H): 0.10, atom 46 (H): 0.10, atom 47 (H): 0.10, atom 48 (H): 0.11, atom 49 (H): 0.09, atom 50 (H): 0.10, atom 51 (H): 0.10, atom 52 (H): 0.11, atom 53 (H): 0.11, atom 54 (H): 0.10, atom 55 (H): 0.11, atom 56 (H): 0.11, atom 57 (H): 0.11, atom 58 (H): 0.12, atom 59 (H): 0.12, atom 60 (H): 0.13, atom 61 (H): 0.12, atom 62 (H): 0.13, atom 63 (H): 0.12, atom 64 (H): 0.10, atom 65 (H): 0.07, atom 66 (H): 0.11, atom 67 (H): 0.11, atom 68 (H): 0.10, atom 69 (H): 0.13, atom 70 (H): 0.10, atom 71 (H): 0.09, atom 72 (H): 0.09, atom 73 (H): 0.11, atom 74 (H): 0.10, atom 75 (H): 0.07, atom 76 (H): 0.07, atom 77 (H): 0.06, atom 78 (H): 0.05, atom 79 (H): 0.09, atom 80 (H): 0.10, atom 81 (H): 0.10, atom 82 (H): 0.08, atom 83 (H): 0.07, atom 84 (H): 0.07, atom 85 (H): 0.07, atom 86 (H): 0.08, atom 87 (H): 0.09, atom 88 (O): 0.11, atom 89 (C): -0.38, atom 90 (C): 0.02, atom 91 (C): 0.02, atom 92 (C): -0.38, atom 93 (O): 0.10, atom 94 (C): 0.01, atom 95 (C): 0.02, atom 96 (H): 0.12, atom 97 (H): 0.12, atom 98 (H): 0.11, atom 99 (H): 0.12